Entry 1:
{"formula": "C24H38As3F5N4OSTeTi", "method": "wB97M-V/def2-TZVPD", "symbols": ["Ti", "N", "C", "S", "N", "N", "C", "C", "C", "C", "C", "C", "C", "C", "C", "C", "C", "C", "N", "H", "H", "H", "H", "H", "H", "H", "H", "H", "H", "H", "C", "As", "C", "C", "C", "C", "C", "As", "C", "C", "C", "As", "C", "C", "H", "H", "H", "H", "H", "H", "H", "H", "H", "H", "H", "H", "H", "H", "H", "H", "H", "H", "H", "H", "H", "H", "H", "H", "H", "H", "H", "F", "Te", "F", "F", "F", "F", "O"], "positions_angstrom": [[0.5442, -1.5604, -0.4474], [-2.6704, -1.2374, -3.1709], [-1.7988, -1.7968, -2.2839], [-2.0771, -1.5201, -0.5718], [-0.8009, -2.5000, -2.7351], [0.0081, -2.8997, -1.7061], [0.3570, -4.1333, -1.4824], [0.3432, -5.1557, -2.5270], [-0.1881, -6.4264, -2.3082], [-0.2223, -7.3486, -3.3401], [0.2878, -7.0166, -4.5872], [0.8328, -5.7574, -4.8044], [0.8497, -4.8235, -3.7850], [0.6245, -4.3644, -0.0618], [1.2286, -5.4953, 0.4698], [1.3683, -5.6089, 1.8381], [0.8849, -4.5949, 2.6496], [0.3369, -3.4792, 2.0493], [0.2106, -3.3481, 0.7328], [-3.6248, -1.1971, -2.8495], [-2.5644, -1.5800, -4.1168], [-0.6001, -6.6787, -1.3389], [-0.6561, -8.3253, -3.1719], [0.2594, -7.7386, -5.3927], [1.2421, -5.4965, -5.7710], [1.2778, -3.8413, -3.9342], [1.6167, -6.2419, -0.2090], [1.8590, -6.4691, 2.2725], [0.9575, -4.6486, 3.7258], [-0.0114, -2.6408, 2.6389], [-4.0896, 2.2258, -1.3104], [-2.1718, 2.0822, -0.8635], [-1.5278, 3.1170, -2.4098], [-2.3193, 3.4538, 0.5537], [-1.0945, 3.8186, 1.4021], [-1.5500, 4.9838, 2.2935], [-0.6493, 2.6667, 2.3331], [0.2395, 0.9558, 1.6701], [0.2545, 0.2005, 3.4901], [2.0656, 1.6814, 1.7926], [0.0320, 4.2326, 0.4370], [1.6755, 5.2763, 0.8833], [0.8454, 7.0636, 0.9063], [2.0011, 5.2022, 2.8286], [-4.4042, 3.2711, -1.2755], [-4.6770, 1.6563, -0.5906], [-4.2833, 1.8380, -2.3102], [-2.1366, 4.0099, -2.5667], [-1.6018, 2.4647, -3.2793], [-0.4842, 3.3932, -2.2769], [-3.1210, 3.0849, 1.2021], [-2.6863, 4.3578, 0.0540], [-2.4111, 4.6794, 2.8923], [-1.8408, 5.8454, 1.6897], [-0.7648, 5.2929, 2.9806], [-1.5293, 2.3100, 2.8791], [0.0405, 3.0960, 3.0645], [0.4778, 0.9721, 4.2271], [1.0266, -0.5680, 3.5367], [-0.7136, -0.2435, 3.7245], [2.1008, 2.4201, 2.5860], [2.3891, 2.1390, 0.8563], [2.7578, 0.8853, 2.0615], [-0.4073, 4.8561, -0.3489], [0.3807, 3.3218, -0.0608], [0.2887, 7.2238, -0.0169], [1.6284, 7.8200, 0.9600], [0.1754, 7.1981, 1.7542], [2.5186, 4.2895, 3.1086], [1.1115, 5.3117, 3.4433], [2.6702, 6.0357, 3.0476], [2.2359, -1.5187, -1.6711], [3.3853, -1.0385, 0.0852], [4.9143, -1.7187, -0.9626], [4.2262, -1.4594, 1.7651], [3.1680, -2.9693, 0.0756], [0.3197, -0.0310, -1.3352], [1.6597, -1.2619, 0.9122]], "mulliken_charge": [0.2112, -0.3836, 0.2998, -0.4253, -1.2998, 1.2798, 0.3477, -0.0566, -0.2846, -0.8030, -0.3807, -0.7309, -0.2167, 0.6628, -0.5655, -0.6449, -0.7960, -0.1610, 0.2336, 0.2894, 0.2610, 0.5329, 0.3988, 0.3941, 0.3998, 0.4557, 0.6216, 0.4469, 0.4459, 0.5105, -1.3201, 0.7654, -1.3479, -2.2478, 3.2656, -1.8950, -1.9841, 0.8941, -1.3668, -1.2805, -1.8421, 0.3959, -1.1752, -1.1203, 0.4067, 0.3259, 0.3886, 0.4027, 0.4152, 0.3473, 0.4469, 0.6317, 0.4161, 0.4130, 0.2724, 0.4423, 0.5509, 0.4333, 0.3419, 0.3387, -0.0331, 0.3508, 0.5749, 0.6735, -0.0199, 0.3307, 0.4059, 0.3111, 0.3445, 0.2720, 0.4348, -0.4450, 1.1886, -0.5002, -0.4655, -0.4376, -0.0487, -0.2950], "e_tot_ev": -270862.4224, "orbital_gap_ev": 5.89, "multiplicity": 1}

---

Entry 2:
{"formula": "CH6N3O", "method": "wB97M-V/def2-TZVPD", "symbols": ["C", "N", "N", "N", "O", "H", "H", "H", "H", "H", "H"], "positions_angstrom": [[1.3926, -0.2419, -0.1652], [-1.6556, 0.4943, -0.3538], [-0.5434, 0.8679, 0.5380], [0.2238, -0.2284, 0.8042], [-0.6151, -1.5744, 0.6106], [2.1429, 0.3987, 0.1022], [1.8879, -1.2247, -0.1633], [1.3049, 0.0829, -1.1613], [-1.2691, 0.7801, -1.2971], [-1.8702, -0.5637, -0.2592], [-0.9988, 1.2091, 1.3450]], "mulliken_charge": [-0.8345, -0.6120, -0.3676, -0.0946, -0.8551, 0.3568, 0.2663, 0.3412, 0.2097, 0.3671, 0.2227], "e_tot_ev": -7647.7707, "orbital_gap_ev": 7.02, "e_above_lowest_kcal_mol": 40.6, "charge": -1, "multiplicity": 1, "smiles": "CN([O-])NN"}

---

| no. | highest occupied orbital energy (eV) |
| --- | --- |
| 1 | -7.517 |
| 2 | -2.272 |